# 1
Formula: C10H11FN3
Source: the Open Molecules 2025 dataset
Level of theory: ωB97M-V with the def2-TZVPD basis set

The geometry in XYZ format:
```
25
C10H11FN3, DFT ωB97M-V with the def2-TZVPD basis set
H 2.79589 1.86598 -0.63003
C -0.56862 -1.32144 0.29055
C 3.28924 1.31187 0.28653
C -4.00217 0.74477 -0.16639
H 2.81297 -0.43153 1.45897
N 2.13314 -0.68039 -0.67052
C -1.64698 0.47306 -0.53017
N -1.79554 -0.77124 0.08173
C -2.93078 -1.26017 0.48486
H -3.01659 -2.20104 1.05705
C 2.89236 -0.12103 0.39277
H 5.06081 -0.00250 0.67789
C -4.09700 -0.60163 0.18934
C -2.75897 1.34774 -0.51349
H -4.98135 1.22122 -0.06537
C 0.30345 -0.51902 -0.32713
F 2.23633 -2.05981 -0.53877
N -0.31841 0.59713 -0.80839
H -2.52923 2.36353 -0.69414
H 0.16993 1.12993 -1.47877
H 3.22806 1.97893 1.19887
C 4.32107 0.22073 -0.01248
H 4.71597 -0.12133 -0.89491
H -0.29801 -2.24452 0.81633
H -5.01558 -0.91925 0.39566
```

The value obtained for the gap between HOMO and LUMO is 9.388 eV. The net charge is +1. The spin multiplicity is 1. As for the energy: -651.34823 hartree. For the relative energy (zero: lowest compared OMol25 entry of this formula, charge and spin), the calculation gives 318.5 kJ/mol. The calculation puts the HOMO energy at -13.17 eV.

***

# 2
Formula: C10H11FN3
Source: the Open Molecules 2025 dataset
Level of theory: ωB97M-V with the def2-TZVPD basis set

The geometry in XYZ format:
```
25
C10H11FN3, DFT ωB97M-V with the def2-TZVPD basis set
C 0.50889 3.17294 0.36470
H 2.63913 -2.59250 1.53308
C 0.38578 2.07298 -2.09092
H -0.20019 4.03809 0.32872
H -1.46959 -2.50449 -0.83274
F -1.64300 -1.53794 2.92591
H 0.85420 3.00052 -2.51303
C 0.02665 0.92564 -2.93642
C -0.78077 -0.35366 -0.94855
N 0.85964 -2.18458 0.46809
C -0.43537 0.80788 -0.09505
N 0.73535 -2.14927 2.72555
H 0.23325 0.98164 -4.03703
C 1.56119 -2.34386 1.61957
H -0.60418 0.74337 1.01407
H -0.80438 -1.20280 -3.02192
C -0.53759 -1.83750 2.26677
C 0.14944 2.02954 -0.64372
C -0.55545 -0.31856 -2.38602
N -0.37916 -1.88479 0.93185
H 0.57033 2.72235 1.39750
H -2.34281 -1.29485 0.27259
C -1.36112 -1.60830 -0.17534
H 1.03177 -2.19339 3.70096
H 1.55799 3.51153 0.13135
```

Its SMILES is Cc1cccc(Cn2nc[nH+]c2F)c1. The value obtained for the gap between HOMO and LUMO is 8.620 eV. The net charge is +1. The spin multiplicity is 1. As for the energy: -651.46953 hartree. For the relative energy (zero: lowest compared OMol25 entry of this formula, charge and spin), the calculation gives 0.0 kJ/mol. The calculation puts the HOMO energy at -12.01 eV.

***

# 3
Formula: C10H11IN2O
Source: the Open Molecules 2025 dataset
Level of theory: ωB97M-V with the def2-TZVPD basis set

The geometry in XYZ format:
```
25
C10H11IN2O, DFT ωB97M-V with the def2-TZVPD basis set
H -2.57546 -3.33333 -2.21168
C -1.96634 0.90398 -0.43731
H 1.75773 1.62306 3.06798
H -3.54764 -1.21215 -1.91090
C 1.31904 0.65017 0.46428
C -0.73836 -3.02901 -1.17061
C -2.61977 -1.41046 -1.42562
C -2.03444 -2.65144 -1.60014
H 0.11583 1.92332 2.32571
H 2.89661 0.07948 1.08653
C 1.13947 2.20808 2.33461
H 1.14657 -2.26665 -0.67421
O 2.08679 -0.28074 1.14498
C 0.09871 -2.09445 -0.59900
I 2.49170 0.57920 -2.01570
C -0.41724 -0.75163 -0.44715
H 2.84710 2.10899 0.69835
N -0.85999 1.36822 0.16068
H 1.21343 2.87973 0.24282
H -2.90933 1.47374 -0.52588
H 0.99397 3.28600 2.67818
H -0.37839 -3.99548 -1.48951
N 0.03546 0.31579 0.25829
C -1.78483 -0.45060 -0.82907
C 1.68939 2.07618 0.87436
```

The value obtained for the gap between HOMO and LUMO is 7.539 eV. The spin multiplicity is 1. As for the energy: -870.03579 hartree. For the relative energy (zero: lowest compared OMol25 entry of this formula, charge and spin), the calculation gives 40.6 kJ/mol. The calculation puts the HOMO energy at -8.43 eV.

***

# 4
Formula: C10H11N2
Source: the Open Molecules 2025 dataset
Level of theory: ωB97M-V with the def2-TZVPD basis set

The geometry in XYZ format:
```
23
C10H11N2, DFT ωB97M-V with the def2-TZVPD basis set
H -3.67459 -1.15448 -0.57883
C -3.43789 -0.28211 0.07695
H 1.38136 -0.18559 -2.10772
H 3.43172 -1.56064 0.65457
H -0.52310 0.22329 -1.79631
H 1.17580 -2.26503 1.14133
C 0.27105 -0.96281 -0.23622
H 2.35437 2.35837 0.20810
C 2.01742 1.42907 -0.04535
C -0.37908 1.70459 0.21766
C 0.69745 1.14378 -0.43872
H -1.59985 -1.94028 0.53620
N -1.60900 1.17060 0.17497
C 2.95141 0.39766 0.08826
C 2.63459 -0.89902 0.43035
C 0.45500 0.03892 -1.37184
H -3.67608 -0.57370 1.13547
H 4.00688 0.68595 0.26292
N -1.23771 -1.06974 0.22527
H -0.35807 2.49767 0.91813
C 1.36467 -1.34819 0.55317
H -4.20139 0.62006 -0.08924
C -2.04495 -0.02837 0.04089
```

Its SMILES is CC1=NC=C2C=CC=CC(=[NH+]1)C2. The value obtained for the gap between HOMO and LUMO is 8.120 eV. The net charge is +1. The spin multiplicity is 1. As for the energy: -496.81169 hartree. For the relative energy (zero: lowest compared OMol25 entry of this formula, charge and spin), the calculation gives 307.0 kJ/mol. The calculation puts the HOMO energy at -13.22 eV.

***

# 5
Formula: C10H11N2O
Source: the Open Molecules 2025 dataset
Level of theory: ωB97M-V with the def2-TZVPD basis set

The geometry in XYZ format:
```
24
C10H11N2O, DFT ωB97M-V with the def2-TZVPD basis set
H 3.28475 2.34398 -0.47364
C 3.37142 0.16196 -0.23021
H -2.00010 1.96217 1.72630
C 0.64834 0.52045 0.36845
H -3.77176 0.42908 -0.48792
O 0.41698 -2.87014 0.33620
H 4.45032 -0.05513 -0.50794
C -1.41018 -0.89117 -1.27032
H -1.16039 -1.99838 -1.00859
C 2.74090 1.38067 -0.41344
C 2.61601 -0.94118 0.06672
N 0.42346 -1.72859 0.88282
C 1.24176 -0.74625 0.30028
H 3.08245 -1.86902 0.45937
H -2.41809 -0.92527 -1.80648
C -0.78501 0.75343 0.68055
H -3.47397 -1.22910 0.29697
C 1.35149 1.59907 -0.07490
H 0.82691 2.60646 -0.21028
C -1.63703 -0.16651 0.03610
H -3.20819 0.46938 1.31196
C -3.07493 -0.07417 0.36072
N -0.99391 1.77316 1.48303
H -0.52122 -0.50490 -1.82578
```

The value obtained for the gap between HOMO and LUMO (spin up / spin down) is 5.451 / 6.551 eV. The net charge is -1. The spin multiplicity is 1. As for the energy: -572.26981 hartree. For the relative energy (zero: lowest compared OMol25 entry of this formula, charge and spin), the calculation gives 266.4 kJ/mol. The calculation puts the HOMO energy (spin up / spin down) at -2.11 / -2.82 eV.

***

# 6
Formula: C10H11N2O
Source: the Open Molecules 2025 dataset
Level of theory: ωB97M-V with the def2-TZVPD basis set

The geometry in XYZ format:
```
24
C10H11N2O, DFT ωB97M-V with the def2-TZVPD basis set
C -1.33030 0.07016 -0.37549
H 1.39078 1.01128 -2.18920
H 2.77139 0.17993 1.39526
H 0.13798 2.17849 -2.02015
H 2.64824 -0.01582 -0.32633
O -0.15203 1.72017 1.88230
H -2.12921 0.49477 -0.90676
H 2.31644 1.75462 0.43957
C -3.92610 -1.71174 1.01743
C 2.26504 0.58209 0.45341
C 0.30267 1.13692 -2.00587
H -0.20513 0.68754 -2.81632
C -2.94410 -0.77742 1.46445
N 0.19118 0.49452 1.77081
H -2.83574 -1.02537 2.61380
C 0.71040 -1.38396 0.62239
H 1.40633 -2.11893 0.35324
C -0.50231 -1.78881 0.88076
H -3.30288 0.18159 1.32313
C -0.07041 0.45362 -0.72008
C 0.84430 0.04617 0.45134
C -1.51717 -0.76253 0.87700
N -4.45513 -2.56450 0.50221
H -0.72222 -2.80413 1.06944
```

The value obtained for the gap between HOMO and LUMO (spin up / spin down) is 6.283 / 6.282 eV. The net charge is -1. The spin multiplicity is 1. As for the energy: -572.23769 hartree. For the relative energy (zero: lowest compared OMol25 entry of this formula, charge and spin), the calculation gives 350.7 kJ/mol. The calculation puts the HOMO energy (spin up / spin down) at -2.54 / -2.54 eV.

***

Looking at strongest force on any atom for the records above, in order, we have 0.09128 0.08571 0.12004 0.10372 0.06201 0.08573 hartree/bohr.